# 1
The following is a DFT calculation (wB97M-V/def2-TZVPD) of a structure of composition C30H50N7O2RuSi3.

Geometry as XYZ:
```
93
Properties=species:S:1:pos:R:3:lowdin_charge:R:1
Ru -0.840 -0.134 -0.088 1.42
Si 1.653 -0.141 -2.273 0.43
Si -1.080 1.436 -2.766 0.46
Si -1.153 -1.655 -3.111 0.42
O 1.030 -0.031 0.436 -0.23
O 2.820 -0.180 1.730 0.09
N -2.762 -0.238 0.596 -0.05
N -1.030 -2.180 0.216 -0.01
N 3.828 1.290 3.752 0.09
N 5.899 0.604 4.475 0.22
N -0.624 -0.084 2.526 0.07
N 4.726 2.137 5.720 0.23
N -0.699 1.958 -0.135 -0.08
C -0.459 3.946 -1.421 -0.02
C 1.621 -0.234 1.599 -0.53
C -0.505 2.691 0.983 -0.12
C -0.690 2.576 -1.332 -0.29
C -3.590 0.819 0.671 -0.09
C -3.264 -1.499 0.664 -0.22
C -2.935 1.403 -2.821 -0.14
C 4.809 1.349 4.650 -0.41
C -0.192 -4.378 0.577 0.01
C 1.943 -0.353 -4.105 -0.16
C -2.896 -1.910 -2.470 -0.16
C -4.618 -1.711 0.776 0.04
C 1.447 1.162 4.549 -0.15
C -2.254 -2.586 0.609 -0.22
C -0.416 2.182 -4.314 -0.14
C -0.255 4.692 -0.278 0.00
C 2.353 1.516 -1.821 -0.15
C -0.197 -3.246 -3.055 -0.15
C -4.953 0.665 0.795 0.01
C 0.727 -0.607 2.767 -0.27
C 1.330 -0.304 4.133 -0.13
C -1.282 -1.168 -4.895 -0.16
C -2.501 -3.890 0.972 0.04
C -1.453 -4.805 0.947 0.02
C -0.016 -3.053 0.218 -0.11
C -5.476 -0.618 0.838 0.03
C 2.534 1.968 3.827 -0.14
C -0.293 -0.199 -2.150 -0.45
C -0.293 4.047 0.952 -0.02
C 2.654 -1.528 -1.546 -0.15
H -0.994 3.089 -4.529 0.06
H 1.649 1.178 5.622 0.12
H 2.196 1.775 -0.772 0.03
H -3.131 1.797 0.641 0.12
H 3.943 2.746 5.867 0.12
H -0.886 -4.067 -3.285 0.06
H 0.570 -3.250 -3.833 0.05
H -3.603 -1.802 -3.300 0.06
H 0.711 -0.813 4.874 0.13
H 6.665 0.630 5.126 0.14
H -0.549 1.511 -5.167 0.04
H -1.624 -5.836 1.231 0.14
H 3.888 0.593 3.020 0.11
H -3.322 0.712 -3.575 0.04
H 2.659 2.933 4.317 0.12
H 1.365 0.325 -4.733 0.02
H 3.586 -1.536 -2.120 0.06
H 0.650 -5.057 0.561 0.14
H 1.953 2.319 -2.444 0.03
H 0.639 2.449 -4.251 0.04
H -1.316 -0.690 2.953 0.11
H 2.310 -0.779 4.178 0.13
H 3.434 1.472 -1.992 0.06
H -1.990 -0.358 -5.091 0.04
H -0.446 4.418 -2.396 0.12
H -0.071 5.758 -0.337 0.13
H 0.284 -3.477 -2.111 -0.01
H 0.493 1.688 4.429 0.11
H -3.489 -4.196 1.288 0.13
H -6.546 -0.773 0.923 0.14
H -3.201 -1.193 -1.714 -0.01
H -3.394 1.143 -1.865 0.01
H -3.022 -2.921 -2.069 0.05
H 5.498 2.222 6.361 0.14
H 0.662 -1.696 2.699 0.16
H -5.012 -2.718 0.798 0.13
H -0.523 2.165 1.922 0.08
H -0.320 -0.903 -5.330 0.03
H 5.998 0.015 3.665 0.14
H -0.738 0.821 2.972 0.07
H -0.171 4.595 1.878 0.12
H 2.246 2.185 2.799 0.12
H 1.751 -1.380 -4.424 0.04
H 2.912 -1.383 -0.495 0.02
H 3.007 -0.142 -4.270 0.06
H -5.591 1.538 0.849 0.14
H 0.948 -2.660 -0.067 0.09
H -1.647 -2.055 -5.427 0.07
H -3.278 2.407 -3.094 0.06
H 2.197 -2.511 -1.679 0.02
```

Computed properties:
DFT total energy = -2669.612925 Ha
Highest occupied orbital energy (alpha / beta) = -16.7 / -16.7 eV
Charge = +3
Orbital gap (alpha / beta) = 0.2554 / 0.2516 Ha


# 2
The following is a DFT calculation (wB97M-V/def2-TZVPD) of a cluster of 2 separate species, CHCl3OSi in total.

Geometry as XYZ:
```
7
Properties=species:S:1:pos:R:3:nbo_charge:R:1
Cl 0.355 -0.122 -2.651 -0.48
Cl -0.644 1.260 0.152 -0.02
Cl 2.074 -1.131 -0.298 -0.47
Si 2.417 -0.098 -2.141 0.96
O -0.621 -0.347 2.212 -0.48
C -1.267 0.185 1.331 0.35
H -2.313 0.252 1.394 0.14
```

Computed properties:
DFT total energy = -1784.060059 Ha
Highest occupied orbital energy = -10.2 eV
Charge = 0
Orbital gap = 0.3327 Ha


# 3
The following is a DFT calculation (wB97M-V/def2-TZVPD) of a cluster of 4 separate species, C6H20O4 in total.

Geometry as XYZ:
```
30
Properties=species:S:1:pos:R:3:nbo_charge:R:1
O -0.954 0.976 -0.996 -0.76
O -1.665 -3.523 0.993 -0.71
O 0.010 1.078 -3.642 -0.75
O 0.662 1.487 1.324 -0.75
C -2.104 -2.269 0.542 -0.25
C 1.017 -0.588 2.449 -0.62
C 1.637 0.451 1.558 0.09
C 2.904 1.026 2.195 -0.64
C 0.295 -0.209 -4.168 -0.24
C -2.118 1.782 -0.849 -0.25
H 3.716 0.302 2.121 0.22
H -2.545 -2.339 -0.463 0.16
H 1.873 0.006 0.588 0.17
H -1.934 2.620 -0.178 0.17
H -2.908 -1.886 1.172 0.18
H 3.258 1.925 1.682 0.21
H 0.030 -0.871 2.085 0.22
H 1.042 2.338 1.555 0.48
H -0.592 0.812 -0.116 0.50
H 0.085 -0.196 -5.234 0.17
H 2.722 1.272 3.241 0.21
H 1.624 -1.498 2.436 0.21
H -0.344 -0.970 -3.708 0.16
H -0.365 0.962 -2.758 0.50
H -2.967 1.196 -0.472 0.16
H 1.336 -0.467 -3.967 0.16
H -1.332 -1.494 0.533 0.15
H 0.951 -0.248 3.481 0.21
H -2.411 2.108 -1.845 0.19
H -0.924 -3.784 0.440 0.46
```

Computed properties:
DFT total energy = -541.500018 Ha
Highest occupied orbital energy = -9.6 eV
SMILES = CC(C)O.CO.CO.CO
Charge = 0
Orbital gap = 0.3770 Ha


# 4
The following is a DFT calculation (wB97M-V/def2-TZVPD) of the molecule C6H8N2.

Geometry as XYZ:
```
16
Properties=species:S:1:pos:R:3:nbo_charge:R:1
N 0.719 -1.235 -1.118 -0.46
N 1.522 0.148 0.673 -0.44
C -0.374 -0.354 -1.641 -0.07
C -0.518 0.758 -0.599 -0.25
C 1.396 -0.961 -0.053 0.25
C 0.369 1.148 0.492 -0.11
C 0.430 0.307 1.670 -0.26
C -1.429 -0.389 -0.619 -0.40
H -1.433 1.614 -0.799 0.21
H 0.006 -0.774 1.892 0.24
H -1.515 -0.977 0.263 0.20
H 0.885 0.935 2.548 0.22
H 1.907 -1.889 0.451 0.17
H -2.309 -0.110 -0.800 0.19
H 0.880 2.158 0.429 0.25
H -0.537 -0.379 -2.788 0.24
```

Computed properties:
DFT total energy = -342.730550 Ha
Highest occupied orbital energy = -8.8 eV
SMILES = C1=N[C@H]2C[C@H]2[C@H]2CN12
Charge = 0
Orbital gap = 0.3590 Ha


# 5
The following is a DFT calculation (wB97M-V/def2-TZVPD) of the ion C5H11N2OS2 with charge +1.

Geometry as XYZ:
```
21
Properties=species:S:1:pos:R:3:nbo_charge:R:1
S 1.922 -2.335 1.162 0.56
S 1.204 -4.099 1.402 0.90
O 2.257 -5.104 1.597 -0.78
N -1.670 0.873 -0.499 -0.49
N 0.437 -1.750 1.136 -0.74
C -0.645 1.587 -1.231 -0.24
C 0.562 1.872 -0.299 -0.40
C 1.138 0.526 0.138 -0.44
C -1.143 -0.451 -0.187 -0.28
C 0.126 -0.431 0.734 -0.07
H -0.572 0.916 -2.129 0.22
H -0.010 2.463 0.407 0.21
H -1.118 -1.084 -1.113 0.25
H -0.947 2.573 -1.629 0.25
H -2.512 0.744 -1.011 0.44
H -1.762 -1.087 0.555 0.27
H 2.034 0.691 0.668 0.24
H 1.318 2.481 -0.859 0.27
H -2.001 1.418 0.255 0.43
H -0.127 0.144 1.724 0.20
H 1.510 0.053 -0.821 0.21
```

Computed properties:
DFT total energy = -1177.860380 Ha
Highest occupied orbital energy (alpha / beta) = -11.9 / -11.6 eV
Charge = +1
Orbital gap (alpha / beta) = 0.2885 / 0.2663 Ha


# 6
The following is a DFT calculation (wB97M-V/def2-TZVPD) of a structure of composition C34H52AuGeO4SSi2.

Geometry as XYZ:
```
95
Properties=species:S:1:pos:R:3:mulliken_spin:R:1
Au 0.161 -0.489 0.303 0.42
Ge -3.060 0.830 0.864 -0.05
S 2.038 1.241 0.597 0.41
Si 1.520 2.469 -1.037 -0.01
Si 0.069 -3.622 1.108 0.00
O 0.825 1.412 -2.050 -0.04
O 0.426 3.642 -0.751 0.01
O 0.900 -2.533 0.342 0.00
O 2.779 3.300 -1.670 -0.02
C 0.817 5.993 -0.756 0.00
C 1.354 4.617 1.270 0.01
C 4.117 2.909 -1.904 0.01
C 4.915 3.156 -0.621 -0.01
C 0.022 1.553 -3.201 0.03
C -1.336 -1.641 5.142 0.00
C -1.035 4.938 0.587 -0.01
C -1.248 0.924 0.282 0.67
C -4.164 2.249 -0.044 0.03
C -1.303 2.232 -2.849 -0.05
C 0.345 -2.232 3.545 0.00
C -0.244 0.126 -3.696 -0.01
C 0.765 2.374 -4.260 0.00
C -1.466 -4.125 0.098 0.00
C -2.283 -2.268 4.351 0.00
C -3.064 1.078 2.852 0.08
C -0.578 -2.905 2.755 0.01
C -3.994 -0.883 0.498 0.00
C 0.406 4.778 0.085 0.01
C 1.762 -7.012 2.931 0.00
C 2.137 -5.547 0.629 0.00
C 4.631 3.794 -3.046 0.00
C -2.358 -5.139 0.420 -0.01
C -2.827 -3.628 -1.844 0.00
C 0.932 -5.942 2.638 0.00
C -3.706 -4.640 -1.502 0.00
C 1.110 -5.178 1.490 -0.01
C -1.728 -3.378 -1.045 0.03
C 2.796 -7.343 2.072 0.00
C 2.975 -6.611 0.910 0.00
C -1.903 -2.894 3.174 -0.01
C -3.467 -5.395 -0.367 0.00
C -0.016 -1.614 4.727 0.00
C 4.204 1.436 -2.296 0.00
H 4.530 4.842 -2.776 0.00
H -2.996 -3.030 -2.730 0.00
H -0.812 0.145 -4.623 0.00
H -1.985 2.205 -3.697 0.00
H -1.123 5.840 1.188 0.00
H -1.317 4.081 1.195 0.02
H -0.895 1.915 0.052 0.44
H 5.222 1.164 -2.565 0.00
H 3.780 -6.872 0.233 0.00
H -1.039 -2.587 -1.297 -0.01
H -2.178 -5.742 1.301 0.00
H 1.087 3.731 1.838 0.00
H 3.459 -8.162 2.311 0.00
H 5.944 2.831 -0.744 0.00
H -3.590 3.154 -0.212 0.00
H -2.658 -3.378 2.569 0.00
H -3.362 -1.713 0.796 0.01
H -3.325 -2.263 4.649 0.00
H -4.574 -4.843 -2.119 0.00
H -2.454 0.286 3.275 -0.01
H -4.935 -0.953 1.040 0.00
H 3.874 0.821 -1.465 0.00
H 0.862 6.887 -0.141 0.00
H 1.645 1.837 -4.605 0.00
H 1.088 3.313 -3.819 0.00
H 4.049 3.613 -3.947 0.00
H -1.630 -1.165 6.070 0.00
H -0.800 -0.422 -2.939 0.02
H -4.152 -6.188 -0.092 0.00
H 1.311 5.487 1.922 0.00
H 4.900 4.214 -0.366 0.00
H 5.677 3.577 -3.247 0.00
H 0.103 6.155 -1.561 0.00
H -4.058 1.014 3.283 0.00
H 0.133 -5.693 3.324 0.00
H 0.694 -0.400 -3.858 0.00
H -1.721 5.008 -0.254 0.00
H 0.733 -1.103 5.319 0.00
H 2.368 4.486 0.906 -0.01
H -2.623 2.030 3.135 -0.01
H 1.616 -7.586 3.837 0.00
H 2.283 -4.973 -0.273 0.00
H -4.488 1.878 -1.013 0.00
H 1.368 -2.182 3.205 0.00
H 0.110 2.574 -5.105 0.00
H -1.750 1.712 -2.003 0.03
H 4.446 2.600 0.188 0.01
H 3.549 1.239 -3.141 0.00
H 1.793 5.803 -1.193 0.00
H -5.050 2.505 0.532 0.00
H -4.214 -0.990 -0.561 0.00
H -1.125 3.261 -2.555 -0.01
```

Computed properties:
DFT total energy = -4817.765589 Ha
⟨S²⟩ = 2.012
Multiplicity = 3
Highest occupied orbital energy (alpha / beta) = -4.4 / -5.4 eV
Charge = -1
Orbital gap (alpha / beta) = 0.2568 / 0.2584 Ha


# 7
The following is a DFT calculation (wB97M-V/def2-TZVPD) of a cluster of 2 separate species, C5H16N2O in total.

Geometry as XYZ:
```
24
Properties=species:S:1:pos:R:3:nbo_charge:R:1
O 1.013 -0.758 5.970 -0.91
N -0.926 1.148 0.571 -0.65
N 1.241 -1.742 -1.733 -0.88
C -1.577 1.243 -0.771 -0.22
C 0.781 0.681 -2.206 -0.41
C 1.504 -0.376 -1.389 -0.23
C -0.900 -0.165 1.167 -0.44
C -0.785 0.736 -2.047 -0.43
H 1.345 -0.306 -0.320 0.19
H -1.102 -0.279 -2.330 0.20
H -0.024 1.599 0.675 0.36
H -2.365 0.502 -0.627 0.19
H 1.198 1.681 -2.086 0.20
H 0.786 0.286 -3.226 0.21
H 0.423 -0.285 6.583 0.46
H -2.001 2.237 -0.771 0.20
H 1.898 -2.227 -2.304 0.37
H -1.195 1.337 -2.862 0.20
H -1.514 -0.057 2.119 0.18
H 2.569 -0.098 -1.398 0.18
H -1.491 -0.994 0.787 0.20
H 0.780 -2.314 -1.042 0.37
H 0.080 -0.519 1.466 0.19
H 0.261 -1.330 5.774 0.46
```

Computed properties:
DFT total energy = -384.776412 Ha
Highest occupied orbital energy = -8.2 eV
SMILES = CNCCCCN.O
Charge = 0
Orbital gap = 0.3307 Ha


# 8
The following is a DFT calculation (wB97M-V/def2-TZVPD) of a cluster of 4 separate species, C9H13N3O8 in total.

Geometry as XYZ:
```
33
Properties=species:S:1:pos:R:3:nbo_charge:R:1
O -2.012 0.703 -0.754 -0.57
O 4.410 0.559 -2.479 -0.44
O 1.357 -1.450 -1.056 -0.33
O 2.384 -2.571 0.453 -0.46
O 2.399 0.680 -3.274 -0.31
O -2.484 -1.033 -2.000 -0.52
O -4.057 -3.475 0.630 -0.97
O -0.652 0.067 -2.346 -0.57
N -1.755 -0.031 -1.729 0.69
N 3.236 0.947 -2.451 0.53
N 1.352 -2.037 0.012 0.52
C 2.050 3.321 0.890 -0.21
C -3.770 -1.332 1.857 -0.65
C -4.664 -2.426 1.263 -0.02
C 3.388 3.135 0.592 -0.25
C 2.831 1.782 -1.320 0.02
C 3.789 2.277 -0.424 -0.20
C 1.483 1.897 -1.027 -0.18
C 0.076 -2.303 0.763 -0.47
C 1.120 2.640 0.095 -0.20
H -0.650 -1.604 0.356 0.27
H 4.206 3.592 1.137 0.20
H 0.597 1.580 -1.571 0.32
H -5.358 -1.932 0.544 0.07
H -3.207 -1.786 2.691 0.15
H -0.090 -3.352 0.534 0.24
H -5.327 -2.820 2.072 0.05
H -4.336 -0.494 2.273 0.16
H 4.840 2.066 -0.552 0.23
H 1.523 3.910 1.629 0.21
H 0.243 -2.179 1.827 0.22
H 0.051 2.762 0.216 0.24
H -2.973 -1.093 1.149 0.22
```

Computed properties:
DFT total energy = -1116.565497 Ha
Highest occupied orbital energy = 0.5 eV
Charge = -2
Orbital gap = 0.1385 Ha


Calculated largest force on an atom, 2.09 4.02 1.11 7.59 4.87 1.36 3.29 3.01 eV/Å (same order as the records).